# 1
97
Properties=species:S:1:pos:R:3:lowdin_charge:R:1 method="wB97M-V/def2-TZVPD" energy_ha=-4983.70794 lumo_ev="-0.749 / -0.758" charge=0 gap_ev="4.78 / 4.00" de_lowest_kcal_mol=2.49
Lu -0.8563 0.9001 -0.4255 1.670
C -4.1333 0.9804 1.2291 -0.038
O -2.7819 0.5030 1.2344 -0.226
C -2.5112 -0.5885 2.0260 -0.238
C -3.4769 -1.4587 2.5086 -0.010
C -3.0774 -2.5210 3.3054 -0.061
C -1.7385 -2.7220 3.6167 -0.073
C -0.7797 -1.8496 3.1343 -0.019
C -1.1688 -0.7803 2.3418 -0.183
N -0.2557 0.1706 1.7866 -0.061
N 0.8106 0.2796 2.4641 0.101
C 1.7923 1.1789 2.1327 -0.158
C 1.6745 2.1533 1.1223 -0.339
O 0.6707 2.2032 0.3162 -0.237
C 2.7006 3.1558 1.0244 -0.014
C 3.7888 3.1167 1.8264 -0.010
C 3.9683 2.0982 2.8132 -0.174
C 5.1213 2.0696 3.6229 -0.041
C 5.2816 1.0930 4.5690 -0.085
C 4.2869 0.1135 4.7232 -0.072
C 3.1542 0.1233 3.9502 -0.024
C 2.9639 1.1277 2.9782 -0.106
H -4.4614 1.1440 2.2578 0.108
H -4.7756 0.2679 0.7147 0.078
H -4.1164 1.9207 0.6882 0.080
H -4.5118 -1.3390 2.2345 0.111
H -3.8245 -3.2114 3.6736 0.108
H -1.4393 -3.5647 4.2246 0.104
H 0.2681 -1.9844 3.3567 0.094
H 2.5567 3.9377 0.2911 0.111
H 4.5602 3.8730 1.7344 0.117
H 5.8793 2.8302 3.4805 0.110
H 6.1668 1.0673 5.1899 0.101
H 4.4151 -0.6697 5.4595 0.104
H 2.4034 -0.6433 4.0678 0.099
N -1.3871 3.0764 2.3621 0.215
C -1.9095 3.7117 1.3140 -0.425
N -2.3410 4.9572 1.5241 0.180
C -2.8811 5.5577 0.4727 -0.441
N -3.3190 6.8161 0.6219 0.171
N -3.0290 5.0081 -0.7518 0.180
C -2.5705 3.7777 -0.8463 -0.272
N -1.9944 3.0594 0.1253 0.073
C -2.7223 3.0994 -2.1675 -0.195
C -3.3326 3.7320 -3.2353 0.002
C -3.4343 3.0296 -4.4281 -0.037
C -2.9236 1.7476 -4.5070 -0.019
C -2.3246 1.1926 -3.3845 -0.132
N -2.2359 1.8579 -2.2359 0.019
H -1.2767 3.5944 3.2157 0.122
H -0.9787 2.1599 2.2752 0.064
H -3.2827 7.2460 1.5277 0.108
H -3.7643 7.2776 -0.1489 0.107
H -3.7124 4.7350 -3.1238 0.108
H -3.9142 3.4839 -5.2849 0.112
H -2.9926 1.1640 -5.4132 0.116
H -1.9183 0.1928 -3.3882 0.101
F 5.6015 -4.9410 -2.4429 0.031
C 4.7654 -4.2964 -1.5908 -0.297
C 4.9703 -2.9586 -1.3217 -0.029
C 4.1109 -2.3141 -0.4488 -0.066
C 3.0384 -2.9764 0.1791 -0.385
C 2.1176 -2.2617 0.9934 -0.133
C 2.8756 -4.3400 -0.1394 -0.058
C 3.7242 -4.9978 -1.0054 -0.022
H 5.7987 -2.4386 -1.7839 0.111
H 4.2847 -1.2674 -0.2200 0.104
H 2.4293 -1.2870 1.3398 0.024
H 1.4177 -2.8006 1.6121 0.039
H 2.0528 -4.8874 0.3071 0.112
H 3.5892 -6.0462 -1.2347 0.114
C 2.1982 -0.2024 -3.6834 -0.267
S 1.6355 1.4382 -3.2646 0.901
C 2.9907 1.9031 -2.2028 -0.238
O 0.4418 1.3200 -2.3576 -0.686
H 3.0627 -0.0785 -4.3370 0.062
H 1.3952 -0.7039 -4.2191 0.063
H 2.4489 -0.7765 -2.7950 0.002
H 3.9073 1.9187 -2.7913 0.065
H 3.0654 1.1910 -1.3820 0.061
H 2.7765 2.8971 -1.8208 0.044
O -4.3111 -1.6304 -0.3676 -0.320
S -3.3913 -1.6131 -1.4895 0.620
O -3.9506 -0.9985 -2.6805 -0.325
N -1.9608 -0.9898 -1.1129 -0.336
C -0.8979 -1.9236 -1.3247 -0.761
S 0.6706 -1.5289 -0.9679 0.815
C -1.4102 -3.2236 -1.7004 -0.242
C -0.7111 -4.4177 -1.9228 -0.028
C -1.4256 -5.5396 -2.2926 -0.083
C -2.8205 -5.5082 -2.4304 -0.093
C -3.5212 -4.3361 -2.1967 -0.049
C -2.7921 -3.2152 -1.8363 -0.239
H 0.3628 -4.4481 -1.7926 0.094
H -0.8985 -6.4679 -2.4734 0.100
H -3.3521 -6.4071 -2.7136 0.096
H -4.5986 -4.2973 -2.2854 0.117

---

# 2
90
Properties=species:S:1:pos:R:3:lowdin_charge:R:1 method="wB97M-V/def2-TZVPD" energy_ha=-2445.94190 lumo_ev=-3.785 charge=+1 gap_ev=6.42
C -3.6533 2.4292 -1.3485 0.156
C -3.6404 1.4282 -2.0310 -0.106
C -3.7082 -0.0097 -2.4109 -0.133
N -4.7541 -0.7546 -1.6412 0.068
C -4.2385 -1.6097 -0.5072 -0.101
C -3.0173 -1.0240 0.2528 -0.161
C -1.7079 -1.8006 -0.0775 -0.161
C -0.5699 -1.3908 0.9034 -0.115
N 0.7335 -1.3865 0.2323 -0.134
C 1.6728 -0.5569 0.7641 -0.103
C 2.8024 -0.6954 -0.0278 -0.091
C 2.4867 -1.6370 -1.0557 -0.099
C 1.1864 -2.0701 -0.8446 -0.117
H -3.6663 3.4713 -1.0698 0.063
H -2.7135 -0.4812 -2.4005 0.105
H -4.0330 -0.0116 -3.4675 0.145
H -5.5032 -0.1387 -1.3146 0.186
H -5.1963 -1.3935 -2.3089 0.181
H -5.0652 -1.6993 0.2181 0.136
H -4.0309 -2.6422 -0.8278 0.133
H -2.8925 0.0635 0.1490 0.111
H -3.2047 -1.2069 1.3278 0.114
H -1.3943 -1.5619 -1.1052 0.077
H -1.9260 -2.8793 0.0105 0.111
H -0.7720 -0.3419 1.1853 0.126
H -0.5975 -1.9732 1.8359 0.121
H 1.5591 0.0962 1.6260 0.117
H 3.7565 -0.1888 0.1108 0.094
H 3.1120 -1.9847 -1.8762 0.093
H 0.6023 -2.8015 -1.3961 0.121
C 1.0764 0.1219 -4.6183 0.029
C 1.6642 1.1543 -5.2193 0.039
C 1.2592 2.5502 -4.9184 -0.365
O 1.7885 3.4946 -5.4589 0.118
C 0.1774 2.7505 -3.9220 0.043
C -0.4037 1.7154 -3.3238 0.023
C -0.0005 0.3266 -3.6250 -0.359
O -0.5431 -0.6167 -3.0719 0.054
H 1.3551 -0.9038 -4.8238 0.126
H 2.4553 1.0272 -5.9472 0.129
H -0.1034 3.7754 -3.7137 0.123
H -1.1924 1.8326 -2.5933 0.087
C 3.0256 6.2513 -3.8635 0.020
C 4.0428 7.0278 -4.2278 0.032
C 4.7881 7.8339 -3.2274 -0.379
O 5.7139 8.5428 -3.5544 0.118
C 4.3547 7.7355 -1.8097 0.037
C 3.3358 6.9577 -1.4534 0.005
C 2.5965 6.1582 -2.4517 -0.382
O 1.6655 5.4432 -2.1226 0.075
H 2.4654 5.6538 -4.5721 0.099
H 4.3722 7.1078 -5.2560 0.125
H 4.9097 8.3264 -1.0922 0.127
H 3.0050 6.8725 -0.4272 0.100
C -1.8043 -2.3156 6.1354 0.023
C -2.0422 -3.4224 6.8350 0.029
C -2.6816 -4.6055 6.2077 -0.379
O -2.9004 -5.6135 6.8421 0.121
C -3.0431 -4.5074 4.7716 0.023
C -2.8051 -3.4003 4.0746 0.006
C -2.1672 -2.2208 4.7027 -0.382
O -1.9486 -1.2115 4.0600 0.080
H -1.3393 -1.4418 6.5740 0.124
H -1.7842 -3.5120 7.8825 0.126
H -3.5062 -5.3793 4.3297 0.114
H -3.0615 -3.3109 3.0276 0.092
C -2.2764 -7.4448 -0.9984 0.030
C -2.8636 -6.5274 -0.2345 0.011
C -2.3915 -6.2579 1.1436 -0.373
O -2.9295 -5.4195 1.8434 0.068
C -1.2408 -7.0459 1.6403 0.028
C -0.6513 -7.9644 0.8784 0.035
C -1.1219 -8.2360 -0.5019 -0.380
O -0.5876 -9.0681 -1.1980 0.130
H -2.6072 -7.6571 -2.0072 0.125
H -3.7064 -5.9410 -0.5794 0.112
H -0.9112 -6.8332 2.6495 0.125
H 0.1904 -8.5503 1.2248 0.129
C 4.6282 5.2588 3.5192 0.026
C 4.2677 4.1327 4.1311 0.026
C 3.5063 3.0782 3.4173 -0.385
O 3.1749 2.0526 3.9731 0.104
C 3.1639 3.3258 1.9962 0.025
C 3.5236 4.4502 1.3846 0.029
C 4.2853 5.5056 2.0984 -0.373
O 4.6136 6.5299 1.5359 0.102
H 5.1832 6.0397 4.0234 0.125
H 4.5095 3.9343 5.1675 0.124
H 2.6090 2.5448 1.4911 0.109
H 3.2806 4.6465 0.3476 0.106